(1)
The following is a DFT calculation (ωB97M-V/def2-TZVPD) of a 4-piece molecular cluster, C5H9N3 overall.

Properties
2S+1 = 1
frontier orbital gap = 8.651 eV
total charge = 0
HOMO energy = -8.529 eV

```
17
Properties=species:S:1:pos:R:3:mulliken_charge:R:1
C 3.62 -0.23 -0.06 -0.625
C 1.47 0.67 -0.03 0.012
C -0.59 -0.42 -0.47 0.112
C -2.90 -0.77 0.25 -0.344
C -2.89 0.70 -0.08 -0.504
H 4.28 1.15 -0.34 0.211
H 4.21 -1.53 -0.94 0.228
H 3.84 -0.38 1.61 0.147
H 1.79 1.67 0.19 0.352
H -0.01 -1.50 -0.30 0.270
H -3.87 -1.14 -0.21 0.252
H -2.71 -1.00 1.35 0.284
H -2.88 1.47 0.76 0.205
H -3.61 1.33 -0.83 0.190
N 2.17 -0.40 -0.15 -0.306
N 0.03 0.71 -0.25 -0.507
N -1.94 -0.31 -0.51 0.023
```

***

(2)
The following is a DFT calculation (ωB97M-V/def2-TZVPD) of one molecule with the formula C5H9N3.

Properties
2S+1 = 1
frontier orbital gap = 9.643 eV
total charge = 0
HOMO energy = -8.802 eV

```
17
Properties=species:S:1:pos:R:3:mulliken_charge:R:1
C -0.01 -1.31 -0.13 -0.713
C 1.12 -0.47 0.45 -0.029
C 2.37 0.33 0.09 -0.384
C 1.05 0.74 -0.48 -0.002
C -0.37 1.12 -0.14 0.147
H -2.88 -0.79 -0.65 0.230
H -2.56 -0.76 0.99 0.213
H 0.28 -1.71 -1.12 0.245
H -0.45 -2.03 0.59 0.347
H 0.83 -0.21 1.47 0.171
H 2.82 0.78 0.98 0.244
H 3.10 -0.01 -0.67 0.244
H 0.93 0.45 -1.52 0.167
H -1.92 2.08 0.20 0.310
N -2.36 -0.30 0.08 -0.752
N -1.03 -0.14 -0.27 0.242
N -0.90 2.23 0.13 -0.679
```

***

(3)
The following is a DFT calculation (ωB97M-V/def2-TZVPD) of one molecule with the formula C5H9N3.

Properties
2S+1 = 1
frontier orbital gap (alpha / beta) = 7.573 / 7.574 eV
total charge = 0
HOMO energy (alpha / beta) = -7.226 / -7.227 eV

```
17
Properties=species:S:1:pos:R:3:mulliken_charge:R:1
C -0.69 -1.24 1.69 -1.211
C 0.71 0.89 -0.23 0.363
C 0.37 -0.40 -0.74 0.036
C -1.01 -0.30 0.55 0.891
N 1.72 1.72 -0.53 -0.392
C 0.57 -0.96 -1.93 -0.951
N -0.20 1.05 0.72 -0.267
N -2.24 -0.24 0.14 -0.823
H 2.35 1.47 -1.27 0.217
H 2.01 2.45 0.10 0.220
H -0.56 1.93 1.07 0.224
H -2.37 0.48 -0.57 0.209
H 0.37 -1.24 1.93 0.335
H -0.99 -2.25 1.41 0.285
H -1.26 -0.95 2.57 0.345
H 1.03 -0.45 -2.77 0.237
H 0.21 -1.97 -2.13 0.281
```

***

(4)
The following is a DFT calculation (ωB97M-V/def2-TZVPD) of one molecule with the formula C5H9N3.

Properties
2S+1 = 1
frontier orbital gap = 9.564 eV
total charge = 0
HOMO energy = -8.574 eV

```
17
Properties=species:S:1:pos:R:3:mulliken_charge:R:1
C -0.16 -0.28 0.40 0.815
C -1.56 0.12 0.05 -0.845
C -1.00 1.18 -0.90 -0.578
C 0.25 0.11 -0.96 -0.172
C 0.87 -1.60 0.65 -0.482
H -0.44 0.22 2.29 0.251
H 1.17 0.50 1.99 0.330
H -2.05 -0.53 -0.51 0.319
H -2.32 0.46 0.68 0.465
H -0.80 2.22 -0.64 0.288
H -1.47 1.35 -1.89 0.315
H -0.06 -0.68 -1.77 0.193
H 2.53 0.01 -1.51 0.303
H 1.10 -2.53 1.33 0.294
N 0.26 0.63 1.51 -0.726
N 1.81 0.06 -0.68 -0.373
N 1.88 -1.24 -0.03 -0.397
```

***

(5)
The following is a DFT calculation (ωB97M-V/def2-TZVPD) of one molecule with the formula C5H9N3.

Properties
2S+1 = 1
frontier orbital gap = 8.059 eV
total charge = 0
HOMO energy = -7.190 eV

```
17
Properties=species:S:1:pos:R:3:mulliken_charge:R:1
C -1.89 1.20 0.12 -1.299
C -0.99 0.00 0.01 0.753
C 0.35 0.05 0.00 0.438
C 1.33 -1.11 0.00 -0.494
C 1.20 1.23 -0.04 -0.532
H -2.65 1.13 -0.71 0.347
H -1.32 2.15 -0.07 0.280
H -2.46 1.25 1.06 0.297
H -2.63 -1.18 -0.10 0.252
H -1.20 -2.02 -0.33 0.224
H 1.16 -1.78 0.86 0.231
H 1.34 -1.71 -0.94 0.235
H 3.44 -0.82 -0.16 0.269
H 0.92 2.30 -0.07 0.320
N -1.65 -1.22 0.11 -0.495
N 2.60 -0.43 0.25 -0.158
N 2.47 0.95 0.00 -0.668
```

***

(6)
The following is a DFT calculation (ωB97M-V/def2-TZVPD) of one molecule with the formula C5H9N3.

Properties
2S+1 = 1
frontier orbital gap = 9.890 eV
total charge = 0
HOMO energy = -9.075 eV

```
17
Properties=species:S:1:pos:R:3:mulliken_charge:R:1
C 1.04 -1.07 -1.02 -0.425
C 0.79 0.09 -0.03 0.228
C -0.48 -0.37 0.70 -0.388
C -1.10 0.34 1.80 -0.143
C -1.01 1.69 1.34 -0.419
H 1.70 -1.40 -3.13 0.227
H 0.67 -0.10 -2.65 0.224
H -0.01 -1.77 -0.96 0.124
H 1.86 -1.51 -0.52 0.420
H 1.52 0.86 0.40 0.374
H -0.65 -1.47 0.54 0.274
H -2.30 0.04 1.93 0.276
H -0.55 0.45 2.79 0.199
H -1.37 2.65 1.72 0.418
N 1.42 -0.63 -2.45 -0.633
N -0.96 1.77 0.07 -0.555
N -0.55 0.45 -0.52 -0.201
```

***

(7)
The following is a DFT calculation (ωB97M-V/def2-TZVPD) of one molecule with the formula C5H9N3.

Properties
2S+1 = 1
frontier orbital gap = 8.366 eV
total charge = 0
HOMO energy = -8.141 eV

```
17
Properties=species:S:1:pos:R:3:mulliken_charge:R:1
C -1.53 -1.47 -0.63 -0.669
C -1.85 0.66 0.71 0.063
C -0.97 1.57 0.01 -0.219
C 0.27 1.40 -0.59 -0.224
C 2.94 -0.55 0.62 -0.295
H -0.90 -0.83 -1.37 0.265
H -0.97 -2.34 -0.25 0.274
H -2.33 -1.85 -1.43 0.267
H -2.49 1.23 1.48 0.282
H -1.33 2.76 0.07 0.125
H 1.03 2.00 -1.06 0.452
H 0.42 -0.67 0.32 0.311
H 2.55 -1.05 1.52 0.258
H 4.09 -0.47 0.54 0.236
N -1.96 -0.69 0.62 -0.593
N 0.81 0.16 -0.31 0.255
N 2.24 0.14 -0.25 -0.788
```

***

(8)
The following is a DFT calculation (ωB97M-V/def2-TZVPD) of one molecule with the formula C5H9N3.

Properties
2S+1 = 1
frontier orbital gap = 9.469 eV
total charge = 0
HOMO energy = -8.566 eV

```
17
Properties=species:S:1:pos:R:3:mulliken_charge:R:1
C 0.64 0.37 1.15 -0.994
C 0.28 1.08 -0.15 -0.142
C 1.14 0.04 -0.97 -0.774
C 1.10 -0.86 0.25 0.169
C -1.18 -1.33 -0.04 -0.050
H 1.53 0.82 1.65 0.290
H -0.06 0.30 1.89 0.447
H 0.35 2.18 -0.20 0.358
H 0.65 -0.50 -1.89 0.320
H 2.23 0.29 -1.08 0.328
H 2.13 -1.35 0.33 0.396
H -1.83 -2.12 -0.33 0.393
H -2.66 0.09 -0.51 0.292
H -1.40 1.76 0.28 0.273
N 0.04 -1.84 0.13 -0.627
N -1.85 -0.05 -0.03 -0.206
N -1.13 1.10 -0.48 -0.473
```

***

(9)
The following is a DFT calculation (ωB97M-V/def2-TZVPD) of C5H9N3 as an isolated structure.

Properties
2S+1 = 1
frontier orbital gap = 8.344 eV
total charge = 0
HOMO energy = -7.954 eV

```
17
Properties=species:S:1:pos:R:3:mulliken_charge:R:1
C -1.56 -0.54 -0.79 -0.806
C 1.01 -0.93 0.16 0.212
C 0.25 1.31 0.14 0.482
N 2.12 -0.85 -0.63 -0.456
C -0.92 1.14 0.82 -0.403
C -1.83 0.17 0.40 -0.203
N 0.95 -1.54 1.27 -0.781
N 1.12 1.90 -0.50 -0.625
H 2.18 -0.02 -1.21 0.264
H 2.99 -1.10 -0.17 0.256
H 0.01 -1.52 1.66 0.264
H 0.85 2.81 -0.87 0.276
H -0.98 1.58 1.81 0.310
H -2.59 -0.16 1.08 0.369
H -1.26 0.01 -1.67 0.314
H -0.17 -0.85 -0.49 0.210
H -2.17 -1.41 -1.02 0.316
```

***

(10)
The following is a DFT calculation (ωB97M-V/def2-TZVPD) of one molecule with the formula C5H9N3O.

Properties
2S+1 = 1
frontier orbital gap (alpha / beta) = 7.882 / 7.883 eV
total charge = 0
HOMO energy (alpha / beta) = -7.288 / -7.289 eV

```
18
Properties=species:S:1:pos:R:3:mulliken_charge:R:1
C 1.58 -1.54 0.10 -0.098
C -0.19 0.12 0.27 -0.852
C 2.74 0.49 -0.47 0.018
C -2.10 -0.10 -1.03 -0.980
C -1.71 0.12 0.42 0.406
N 2.46 -0.63 0.05 -0.280
N 0.23 -1.15 0.38 0.037
N 3.15 1.57 0.08 -0.306
O -2.24 1.20 0.94 -0.489
H 1.86 -2.53 0.37 0.339
H -2.84 0.68 -1.19 0.334
H -2.48 -1.15 -1.04 0.260
H -1.28 0.04 -1.78 0.292
H -2.03 -0.76 1.01 0.197
H -0.48 -1.93 0.45 0.311
H 3.12 2.43 -0.45 0.246
H 3.40 1.72 1.13 0.233
H -3.18 1.40 0.76 0.332
```

***

(11)
The following is a DFT calculation (ωB97M-V/def2-TZVPD) of a 2-piece molecular cluster, C5H9N3O overall.

Properties
2S+1 = 1
frontier orbital gap = 8.035 eV
total charge = 0
HOMO energy = -7.137 eV

```
18
Properties=species:S:1:pos:R:3:mulliken_charge:R:1
C -0.12 2.43 -0.46 -0.321
C -1.17 2.17 0.32 -0.410
C 0.18 0.37 0.45 0.183
C 1.98 -1.37 0.06 -1.222
C 0.77 -0.78 0.75 -0.124
N 0.78 1.35 -0.35 -0.082
N -1.98 -1.64 -0.90 -0.357
N -2.32 -1.69 0.28 -0.167
O -1.07 0.83 0.82 -0.310
H 0.09 3.40 -0.97 0.324
H -1.97 2.69 0.60 0.475
H 2.43 -0.68 -0.64 0.255
H 2.86 -1.49 0.65 0.395
H 1.79 -2.30 -0.34 0.336
H 0.37 -1.42 1.58 0.287
H -0.84 -1.66 -1.06 0.285
H 1.52 1.28 -0.96 0.195
H -3.31 -1.50 0.19 0.258
```

***

(12)
The following is a DFT calculation (ωB97M-V/def2-TZVPD) of one molecule with the formula C5H9N3O.

Properties
2S+1 = 1
frontier orbital gap (alpha / beta) = 7.013 / 8.012 eV
total charge = 0
HOMO energy (alpha / beta) = -6.915 / -7.848 eV

```
18
Properties=species:S:1:pos:R:3:mulliken_charge:R:1
C 0.45 1.86 -0.04 -0.892
C -0.66 -1.14 -0.39 -0.336
C 0.72 -0.57 -0.41 -0.238
C -1.75 -0.14 -0.10 0.442
C 1.22 0.69 -0.01 0.857
N -2.91 -0.72 0.46 -0.490
N 2.53 0.59 0.59 -0.673
O 1.64 -1.54 -0.60 -0.541
N -1.60 1.06 -0.44 -0.737
H 2.52 0.14 1.50 0.220
H -3.74 -0.16 0.34 0.287
H -3.06 -1.69 0.23 0.224
H 2.98 1.49 0.68 0.267
H 2.51 -1.14 -0.39 0.407
H 0.68 2.62 0.70 0.349
H 0.00 2.19 -0.97 0.287
H -0.64 -2.03 0.26 0.327
H -0.88 -1.51 -1.40 0.241
```

***

For each record above, in turn, the calculated max |F| values are 7.20; 1.49; 0.46; 4.37; 1.63; 5.59; 5.25; 5.73; 1.26; 4.81; 4.15; 2.02 eV/Å.
For each record above, in turn, the calculated energy above the lowest of the compared OMol25 structures with the same formula, charge and spin values are 1053.6; 434.4; 348.4; 547.5; 151.7; 511.1; 518.2; 386.9; 409.6; 565.4; 459.6; 426.7 kJ/mol.